No. 1
{
  "formula": "C36H26Br2CuN3OP",
  "method": "ωB97M-V/def2-TZVPD",
  "symbols": ["Cu", "C", "C", "C", "C", "C", "C", "P", "C", "C", "C", "C", "C", "C", "C", "C", "C", "C", "C", "C", "C", "C", "C", "C", "H", "H", "H", "H", "H", "H", "H", "H", "H", "H", "H", "H", "H", "H", "H", "H", "Br", "C", "C", "C", "Br", "C", "C", "C", "C", "N", "C", "C", "O", "H", "H", "H", "H", "N", "C", "C", "C", "C", "C", "N", "H", "H", "H", "H", "H", "H"],
  "coordinates": [[0.71095, -0.33161, -1.21039], [-3.51280, -1.92351, 2.06243], [-3.71042, -0.70208, 1.43591], [-2.63076, 0.13318, 1.16373], [-1.33976, -0.25191, 1.51085], [-1.14974, -1.48990, 2.13064], [-2.22602, -2.31694, 2.41572], [0.18283, 0.68835, 1.12313], [0.57153, 1.49930, 2.73631], [-0.15892, 1.31051, 3.90447], [0.18182, 2.00122, 5.06597], [1.25728, 2.87497, 5.07171], [2.00496, 3.05488, 3.91132], [1.66797, 2.36730, 2.75665], [-0.32289, 2.22648, 0.23737], [-1.14146, 3.15443, 0.82691], [-1.38134, 4.40404, 0.21896], [-0.74228, 4.73215, -0.94336], [0.13065, 3.81416, -1.57409], [0.82628, 4.15249, -2.76727], [1.64656, 3.24635, -3.36778], [1.77706, 1.93650, -2.83213], [1.11865, 1.56305, -1.69466], [0.31213, 2.52257, -1.00891], [-4.35489, -2.57731, 2.26166], [-4.70717, -0.39900, 1.13853], [-2.79382, 1.06150, 0.62900], [-0.14155, -1.80944, 2.38177], [-2.06268, -3.27623, 2.89186], [-1.00418, 0.63279, 3.91215], [-0.40137, 1.85467, 5.96766], [1.51268, 3.41792, 5.97433], [2.84969, 3.73348, 3.91031], [2.24441, 2.52082, 1.84840], [-1.58160, 2.95120, 1.79650], [-2.04838, 5.11138, 0.69529], [-0.88861, 5.70867, -1.39516], [0.69021, 5.14375, -3.18771], [2.18435, 3.51296, -4.27156], [2.39705, 1.21967, -3.36756], [-4.05173, 0.73479, -2.48413], [-3.33281, -0.92652, -1.94873], [-4.18151, -2.03084, -1.79456], [-3.69856, -3.22991, -1.35011], [-4.90011, -4.68718, -1.13945], [-2.33056, -3.37956, -1.03706], [-1.71744, -4.56415, -0.56978], [-0.38081, -4.57849, -0.28689], [0.37045, -3.40476, -0.45943], [-0.16326, -2.28835, -0.89167], [-1.49065, -2.25255, -1.19530], [-1.97015, -0.98174, -1.67219], [-1.15381, 0.01620, -1.78092], [-5.23335, -1.92366, -2.02131], [-2.32149, -5.45285, -0.43877], [0.10387, -5.47734, 0.07380], [1.42993, -3.37567, -0.22235], [2.14590, -2.14688, -3.29068], [3.04560, -1.75107, -2.34112], [4.41388, -2.03445, -2.48839], [5.28859, -1.62525, -1.51432], [4.81171, -0.94144, -0.39515], [3.46333, -0.70148, -0.32060], [2.58253, -1.10129, -1.26115], [2.48725, -2.41577, -4.19302], [1.20757, -1.78660, -3.24790], [4.75799, -2.56540, -3.36870], [6.34760, -1.82982, -1.62298], [5.47556, -0.59937, 0.38691], [3.02809, -0.17139, 0.51699]],
  "atomic_forces_ev_per_a": [[-0.2, 0.0, 0.0], [0.0, 0.0, 0.0], [0.1, 0.0, 0.0], [0.0, 0.0, -0.1], [0.0, 0.1, 0.0], [0.0, 0.0, 0.1], [0.0, 0.0, 0.0], [-0.4, 0.5, 0.1], [0.2, -0.2, 0.0], [0.0, 0.0, 0.0], [0.0, 0.0, -0.1], [0.0, 0.0, 0.0], [0.0, 0.0, 0.0], [0.0, 0.0, 0.0], [0.1, -0.1, -0.1], [0.0, 0.1, 0.0], [0.0, 0.0, 0.0], [0.0, 0.0, 0.0], [0.0, -0.1, 0.0], [0.0, 0.0, 0.1], [0.1, -0.1, 0.0], [0.0, 0.1, 0.0], [-0.2, -0.3, 0.1], [0.0, 0.1, -0.1], [0.0, 0.0, 0.0], [0.0, 0.0, 0.0], [0.0, 0.0, 0.0], [0.0, 0.0, 0.0], [0.0, 0.0, 0.0], [0.0, 0.0, 0.0], [0.0, 0.0, 0.0], [0.0, 0.0, 0.0], [0.0, 0.0, 0.0], [0.0, 0.0, 0.0], [0.0, 0.0, 0.0], [0.0, 0.0, 0.0], [0.0, -0.1, 0.0], [0.0, 0.0, 0.0], [0.0, 0.0, 0.0], [0.0, 0.0, 0.0], [0.0, 0.0, 0.0], [0.1, 0.1, -0.1], [0.1, 0.0, 0.0], [-0.1, 0.0, 0.0], [0.0, 0.0, 0.0], [0.2, 0.0, 0.0], [-0.1, 0.0, 0.0], [0.1, -0.1, 0.1], [0.0, 0.1, 0.1], [-0.1, 0.1, -0.2], [0.1, -0.1, 0.0], [0.2, 0.3, 0.0], [-0.4, -0.4, 0.0], [0.0, 0.0, 0.0], [0.0, 0.0, 0.0], [0.0, 0.1, 0.0], [0.0, 0.0, 0.0], [0.1, 0.0, 0.3], [-0.1, 0.1, 0.1], [0.0, -0.1, -0.1], [0.1, 0.0, 0.0], [0.0, 0.0, 0.0], [-0.1, -0.1, -0.1], [0.6, 0.0, -0.2], [0.0, 0.0, -0.1], [-0.1, 0.0, 0.0], [0.0, 0.0, 0.1], [-0.1, 0.0, 0.0], [-0.1, 0.0, 0.0], [0.0, 0.0, 0.0]],
  "homo_energy_ev": [-7.250, -7.235],
  "energy_ev": -238286.703,
  "spin_multiplicity": 2,
  "homo_lumo_gap_ev": [7.23, 7.23],
  "de_lowest_kcal_mol": 5.6
}

---

No. 2
{
  "formula": "C16H17N2S2Tc",
  "method": "ωB97M-V/def2-TZVPD",
  "symbols": ["Tc", "C", "C", "S", "C", "C", "S", "H", "H", "H", "H", "H", "H", "C", "N", "C", "C", "C", "C", "C", "N", "C", "C", "C", "C", "C", "C", "H", "H", "H", "H", "H", "H", "H", "H", "H", "H", "H"],
  "coordinates": [[0.04831, -0.38460, 0.27828], [1.83503, -4.65484, -0.43090], [0.90375, -3.50225, -0.23561], [1.58524, -1.97120, 0.21731], [-0.44193, -3.55062, -0.38466], [-1.23075, -4.75787, -0.76404], [-1.32103, -2.07501, -0.09767], [2.86567, -4.36221, -0.23777], [1.77400, -5.02973, -1.45326], [1.58060, -5.47296, 0.24427], [-0.58006, -5.58857, -1.02532], [-1.87879, -4.54120, -1.61430], [-1.87429, -5.06878, 0.06173], [-0.24183, -1.05150, 3.22093], [-0.16945, -0.04350, 2.14329], [-0.25505, 1.25612, 2.53277], [-0.19140, 2.21899, 1.56168], [-0.23387, 3.64073, 1.51495], [-0.12192, 3.99243, 0.19783], [-0.01221, 2.78383, -0.54474], [-0.05170, 1.73450, 0.25275], [-1.46057, -0.86591, 4.08966], [-2.72335, -0.75623, 3.51389], [-3.84207, -0.58942, 4.31246], [-3.71002, -0.53483, 5.69322], [-2.45651, -0.64555, 6.27193], [-1.33443, -0.80620, 5.47124], [0.66974, -0.97685, 3.82077], [-0.23684, -2.02908, 2.74132], [-0.37719, 1.46497, 3.58879], [-0.33689, 4.29904, 2.36088], [-0.11603, 4.98510, -0.21655], [0.09124, 2.67633, -1.61433], [-2.83415, -0.80521, 2.43632], [-4.82002, -0.50682, 3.85838], [-4.58498, -0.40656, 6.31552], [-2.34795, -0.60328, 7.34682], [-0.35481, -0.88926, 5.92597]],
  "atomic_forces_ev_per_a": [[0.1, -0.6, 0.1], [0.1, 0.0, 0.0], [-0.7, -0.2, -0.2], [0.1, 0.5, 0.1], [0.7, -0.1, 0.0], [-0.1, 0.0, 0.0], [-0.1, 0.4, 0.0], [0.0, 0.0, 0.0], [0.0, 0.0, 0.0], [0.0, 0.0, 0.0], [0.0, 0.0, 0.0], [0.0, 0.0, 0.0], [0.0, 0.0, 0.0], [0.0, -0.1, 0.0], [0.0, -0.3, 0.1], [0.0, 0.6, -0.3], [0.0, -0.2, 0.2], [0.0, 0.0, 0.2], [0.0, 0.0, -0.1], [0.0, 0.2, 0.1], [0.0, -0.2, -0.3], [0.0, 0.0, 0.0], [0.0, 0.0, 0.0], [0.0, 0.0, 0.0], [0.0, 0.0, 0.0], [0.0, 0.0, 0.0], [0.0, 0.0, 0.0], [0.0, 0.0, 0.0], [0.0, 0.0, 0.0], [0.0, 0.1, 0.0], [0.0, 0.0, 0.0], [0.0, 0.0, 0.0], [0.0, 0.0, 0.0], [0.0, 0.0, 0.0], [0.0, 0.0, 0.0], [0.0, 0.0, 0.0], [0.0, 0.0, 0.0], [0.0, 0.0, 0.0]],
  "homo_energy_ev": [-11.420, -12.007],
  "energy_ev": -43710.060,
  "charge": 1,
  "spin_multiplicity": 2,
  "homo_lumo_gap_ev": [5.82, 6.59],
  "de_lowest_kcal_mol": 3.4
}

---

No. 3
{
  "formula": "C26H40FN7O4Ti",
  "method": "ωB97M-V/def2-TZVPD",
  "symbols": ["Ti", "N", "C", "C", "C", "N", "H", "H", "H", "H", "H", "H", "H", "H", "H", "H", "F", "C", "C", "C", "C", "O", "C", "C", "N", "C", "C", "C", "C", "C", "C", "N", "C", "C", "N", "C", "C", "C", "O", "O", "H", "H", "H", "H", "H", "H", "H", "H", "H", "H", "H", "H", "H", "H", "H", "H", "H", "H", "C", "N", "C", "C", "C", "N", "C", "C", "O", "H", "H", "H", "H", "H", "H", "H", "H", "H", "H", "H", "H"],
  "coordinates": [[-2.81549, -2.02776, 0.24082], [-4.56889, -0.97956, -0.25088], [-5.64489, -1.50386, -1.11828], [-6.05549, -2.91426, -0.70518], [-4.93929, -3.95106, -0.81698], [-3.97569, -3.79246, 0.29002], [-4.96689, -0.86826, 0.69072], [-4.32789, -0.03366, -0.56528], [-5.30299, -1.50526, -2.15828], [-6.53509, -0.86346, -1.05218], [-6.88359, -3.22396, -1.34568], [-6.42769, -2.90056, 0.32412], [-4.39679, -3.82966, -1.76368], [-5.39579, -4.94996, -0.80248], [-3.32859, -4.58846, 0.28152], [-4.48989, -3.87116, 1.17542], [0.92581, 3.73154, -1.43338], [0.96211, 2.92344, -0.35848], [0.07821, 1.87374, -0.30458], [0.08841, 0.97854, 0.77862], [-0.83899, -0.11506, 0.89082], [-1.66599, -0.47636, -0.03528], [-0.82579, -0.81906, 2.14292], [0.13961, -0.59506, 3.07662], [1.10251, 0.32874, 2.88612], [2.19711, 0.42354, 3.81892], [2.89511, -0.83336, 4.24452], [3.56731, 0.10244, 3.28952], [1.05131, 1.18394, 1.80072], [1.93281, 2.25984, 1.71072], [1.90811, 3.17454, 0.65642], [2.78501, 4.25404, 0.65702], [2.55581, 5.45784, -0.12108], [3.19581, 6.65684, 0.58712], [4.64101, 6.41314, 0.84222], [4.81891, 5.17534, 1.64202], [4.19801, 4.01414, 0.87102], [-1.96079, -1.78356, 2.13032], [-1.79099, -2.98166, 1.76472], [-3.12799, -1.29686, 1.99182], [-0.63109, 1.72474, -1.10358], [0.17271, -1.15036, 4.00172], [2.07491, 1.22114, 4.54282], [2.53491, -1.77696, 3.86322], [3.26981, -0.87906, 5.25472], [3.63691, -0.19376, 2.25302], [4.41101, 0.67584, 3.63732], [2.62791, 2.41694, 2.51562], [1.48561, 5.65464, -0.18878], [2.94881, 5.36774, -1.14358], [2.71041, 6.81994, 1.55142], [3.07841, 7.55354, -0.02538], [5.04821, 7.22054, 1.33032], [5.13271, 6.31434, -0.05768], [4.30741, 5.30754, 2.59722], [5.88121, 4.99994, 1.81802], [4.34001, 3.08744, 1.42352], [4.72011, 3.90524, -0.09328], [0.32961, -3.72266, -0.41188], [0.12461, -3.08136, -1.69258], [1.25241, -3.09046, -2.61238], [0.75121, -3.31006, -4.03178], [-0.22719, -2.19316, -4.35748], [-1.20089, -2.04316, -3.28168], [-2.43349, -1.35696, -3.60878], [-1.06159, -2.60126, -2.07508], [-2.08669, -2.66266, -1.29278], [0.35081, -4.80866, -0.52268], [-0.46839, -3.45886, 0.28412], [1.27851, -3.38196, 0.00402], [1.92811, -3.88856, -2.30758], [1.78791, -2.13836, -2.54308], [0.26061, -4.28276, -4.10198], [1.58681, -3.30756, -4.73078], [-0.77499, -2.42016, -5.27548], [0.30691, -1.24726, -4.49578], [-3.15169, -2.03036, -4.08158], [-2.21459, -0.54736, -4.30348], [-2.86579, -0.94336, -2.69098]],
  "atomic_forces_ev_per_a": [[-2.0, -1.0, -0.5], [-0.7, 0.8, 0.1], [-0.6, -0.4, -0.2], [0.3, 0.1, -0.2], [-0.6, -0.1, -0.3], [-0.5, -1.1, 0.3], [0.1, 0.2, -0.3], [-0.1, -0.2, 0.3], [0.0, 0.0, 0.2], [0.3, 0.0, -0.1], [0.0, 0.0, 0.1], [-0.1, 0.0, 0.0], [-0.1, -0.1, 0.2], [0.3, 0.2, 0.0], [-0.2, 0.2, 0.1], [0.2, -0.1, -0.2], [0.0, -0.1, 0.1], [-0.5, -0.3, -0.2], [0.2, 0.2, 0.1], [0.2, 0.1, 0.1], [0.0, 0.0, 0.3], [1.9, 2.0, 0.3], [-0.3, 0.4, -0.6], [0.1, 0.2, -0.2], [-0.4, -0.4, -0.1], [0.4, 0.1, 0.4], [0.0, 0.0, -0.1], [0.0, -0.1, 0.0], [-0.4, -0.1, -0.5], [0.1, 0.4, -0.2], [-0.2, -0.6, 0.4], [0.1, 0.1, 0.0], [-0.1, 0.1, 0.0], [-1.0, 0.0, -0.3], [0.3, 0.4, -0.1], [0.2, -0.9, 0.3], [0.1, 0.0, 0.1], [1.0, -0.2, 0.8], [0.4, -0.3, 0.8], [-0.8, 0.9, 1.9], [0.0, 0.1, -0.1], [0.1, 0.0, 0.1], [0.1, 0.0, 0.0], [0.0, 0.0, -0.1], [-0.1, 0.0, 0.1], [-0.1, -0.1, -0.1], [0.0, 0.1, 0.1], [0.1, 0.1, 0.1], [0.1, 0.1, 0.0], [0.0, 0.0, 0.0], [0.2, 0.0, 0.0], [0.2, -0.1, 0.1], [0.0, -0.1, -0.2], [0.0, 0.1, 0.3], [0.1, 0.1, -0.1], [-0.1, 0.1, -0.1], [0.1, 0.1, 0.0], [0.0, -0.1, 0.0], [-0.3, -0.1, 0.4], [-0.5, 0.1, 0.0], [0.2, 0.0, -0.5], [0.0, 0.2, 0.2], [0.4, -0.2, -0.2], [-0.2, -0.1, 0.5], [-0.4, 0.1, 0.1], [0.7, -0.1, -0.7], [1.3, -0.9, -2.1], [0.1, 0.0, 0.0], [0.4, -0.2, -0.2], [0.0, -0.1, 0.0], [0.0, 0.0, 0.0], [0.1, 0.0, 0.0], [0.0, 0.0, 0.0], [-0.1, 0.1, 0.0], [0.0, 0.1, 0.1], [-0.1, 0.0, 0.0], [0.0, 0.0, 0.0], [0.0, 0.0, 0.1], [0.0, 0.0, -0.4]],
  "homo_energy_ev": [-15.132, -16.116],
  "energy_ev": -72045.750,
  "charge": 3,
  "spin_multiplicity": 2,
  "homo_lumo_gap_ev": [7.30, 8.25],
  "de_lowest_kcal_mol": 32.5
}